# C40H46IO6PS

A cluster of 6 separate species, C40H46IO6PS in total (wB97M-V/def2-TZVPD, the OMol25 dataset).

Cartesian coordinates (Å):
I 2.114 4.993 1.283
S 0.103 0.339 -0.714
P 3.048 0.599 -4.420
O 3.821 1.989 -4.389
O 1.295 -0.641 -1.049
O 2.234 0.616 -5.802
O -0.010 0.329 0.703
O -1.041 -0.067 -1.481
O 3.948 -0.544 -4.318
C 4.406 -2.749 -9.912
C -3.143 -7.762 0.023
C -4.128 -7.556 0.979
C -3.307 6.250 5.239
C 5.229 -3.854 -7.942
C -0.226 0.396 5.362
C 5.125 -3.781 -9.324
C -3.117 -0.871 1.517
C -3.696 -5.192 0.918
C 0.416 -0.468 4.485
C -1.010 5.652 4.856
C 4.572 3.785 -0.712
C -4.871 -1.194 3.131
C -5.671 -1.762 2.148
C -1.055 6.271 3.614
C 4.610 -2.900 -7.146
C -3.595 -0.750 2.816
C 3.211 1.574 -1.240
C 1.252 -1.733 6.351
C -0.131 0.195 6.731
C -3.916 -1.439 0.536
C -2.436 -6.682 -0.487
C 1.774 0.636 -3.113
C -2.136 5.640 5.668
C 1.100 3.093 1.021
C -4.405 -6.271 1.425
C 1.717 -0.727 -2.425
C -3.353 6.868 3.997
C 3.889 -1.870 -7.734
C -2.227 6.878 3.185
C 0.425 3.102 -0.369
C 0.609 -0.870 7.226
C 0.085 2.992 2.168
C 3.789 -1.794 -9.116
C 0.609 1.941 -1.364
C -2.712 -5.398 -0.039
C 1.951 1.794 -2.108
C -5.192 -1.885 0.851
C 3.933 2.801 -0.938
C 1.155 -1.533 4.981
H -0.648 3.166 -0.190
H 3.230 -0.988 -9.575
H -0.178 6.271 2.981
H 3.407 -1.131 -7.110
H -3.905 -4.190 1.268
H 1.830 -2.563 6.737
H 1.382 1.061 -5.759
H -0.132 2.110 -2.142
H -1.669 -6.843 -1.235
H 2.984 1.027 -0.328
H -6.666 -2.112 2.394
H -2.101 5.155 6.635
H 0.683 3.996 -0.930
H -0.846 3.494 1.922
H 0.341 -0.314 3.415
H 5.155 4.560 -0.285
H 5.794 -4.656 -7.484
H 0.487 3.507 3.037
H -2.264 7.358 2.215
H 1.654 -2.209 4.299
H -2.123 -0.526 1.272
H -2.969 -0.312 3.583
H 2.704 -1.176 -2.404
H 4.690 -2.949 -6.068
H 3.903 0.933 -1.791
H -4.267 7.342 3.663
H -5.174 -6.110 2.170
H 1.061 -1.406 -2.964
H 2.087 2.716 -2.667
H -5.811 -2.336 0.086
H 0.822 0.808 -3.622
H 1.832 2.301 1.117
H -3.537 -1.537 -0.474
H -4.184 6.243 5.873
H -0.801 1.230 4.976
H -4.681 -8.399 1.376
H 0.683 -1.027 8.295
H -0.635 0.867 7.414
H 5.606 -4.527 -9.944
H -5.242 -1.104 4.144
H 3.385 2.697 -4.875
H -0.096 5.177 5.190
H -2.159 -4.554 -0.434
H -0.073 1.963 2.465
H -2.926 -8.764 -0.324
H 4.327 -2.691 -10.990

Output
- energy (eV) = -82735.835
- E_LUMO (eV) = -0.556
- spin multiplicity = 1
- HOMO energy (eV) = -9.06

# C40H46N6PPtS2Sb

A structure of composition C40H46N6PPtS2Sb (wB97M-V/def2-TZVPD, the OMol25 dataset).

Cartesian coordinates (Å):
Pt -1.287 -0.909 -0.403
Sb 1.259 0.035 0.206
S -0.205 -4.716 -3.138
S -2.226 1.374 1.942
P -2.303 -2.375 1.220
N -0.594 -2.662 -1.675
N -2.310 1.050 0.298
N -2.566 -3.421 -2.657
N 0.715 -2.913 -1.590
N -2.826 3.247 -0.344
N -2.053 0.342 -2.316
C 4.621 -2.092 3.174
C 2.527 -2.261 1.981
C 3.608 1.710 -0.821
C -2.926 3.005 2.069
C -3.839 4.764 3.414
C 3.779 -0.213 1.954
C -3.345 1.811 -4.286
C -3.726 5.016 1.029
C 4.579 1.787 -3.006
C -4.071 5.517 2.276
C -1.871 -4.152 1.077
C 0.868 0.804 3.532
C -2.653 1.501 -2.010
C 0.867 2.004 2.638
C -1.249 -3.503 -2.437
C -3.152 3.757 0.919
C -4.120 -2.419 0.972
C -2.576 1.938 -0.607
C 0.820 4.290 1.029
C -2.693 0.628 -4.597
C 2.522 -4.390 -2.376
C 3.507 -2.819 2.796
C 4.752 -0.779 2.761
C 2.682 -0.951 1.543
C 3.509 1.060 -3.496
C 0.896 3.035 0.456
C 0.796 3.276 3.200
C -3.340 2.245 -2.972
C -2.088 -0.082 -3.572
C 2.499 0.615 -2.651
C 0.955 1.895 1.251
C 4.615 2.134 -1.669
C 0.780 4.411 2.408
C 3.417 -3.357 -3.068
C 2.586 0.902 -1.294
C 1.336 -0.137 -3.214
C 1.118 -3.923 -2.270
C 1.339 -3.080 1.594
C -3.263 3.506 3.311
C -2.216 -2.040 3.019
H 1.382 -0.162 -4.299
H -3.049 -4.088 -3.230
H 2.538 -5.322 -2.940
H 3.894 0.816 1.659
H -4.520 -1.407 1.018
H 3.397 -3.841 3.131
H -3.072 -2.665 -2.219
H -2.421 -4.582 0.245
H 0.401 -0.046 3.033
H 2.918 -4.587 -1.376
H 3.077 -3.166 -4.084
H -2.945 3.890 -1.112
H -2.899 -1.228 3.266
H 3.437 -2.424 -2.512
H -4.353 -2.847 -0.002
H 1.352 -4.039 2.107
H -4.587 -3.024 1.747
H -1.596 -1.024 -3.772
H -3.905 5.606 0.142
H -2.515 -2.938 3.560
H 0.336 1.010 4.457
H 1.334 -1.155 -2.830
H -4.103 5.154 4.384
H -2.139 -4.675 1.992
H 5.377 -2.548 3.793
H 3.624 2.031 0.209
H -4.523 6.495 2.352
H 0.408 0.349 -2.910
H 3.456 0.829 -4.550
H 0.738 5.386 2.867
H 5.431 2.720 -1.279
H 4.429 -3.742 -3.113
H 0.809 5.171 0.405
H -1.214 -1.759 3.332
H 1.890 0.530 3.793
H 5.373 2.087 -3.671
H -2.667 0.252 -5.607
H 0.418 -2.550 1.845
H -3.895 3.128 -2.702
H -3.852 2.384 -5.046
H 5.608 -0.194 3.057
H -3.064 2.918 4.194
H 0.936 2.939 -0.622
H -0.809 -4.278 0.893
H 1.350 -3.245 0.517
H 0.755 3.376 4.275

Output
- energy (eV) = -91895.703
- total charge = +2
- E_LUMO (alpha / beta) (eV) = -7.886 / -7.652
- spin multiplicity = 1
- HOMO energy (alpha / beta) (eV) = -11.34 / -11.32

# C40H47As2FGeNO4PRe

A structure of composition C40H47As2FGeNO4PRe (wB97M-V/def2-TZVPD, the OMol25 dataset).

Cartesian coordinates (Å):
Re 1.135 0.398 -0.380
As 0.078 2.666 -0.007
As -2.767 1.319 1.318
Ge 4.509 -0.375 -0.145
P -0.341 -0.408 -1.959
F 2.711 -5.759 -3.302
O 4.660 1.440 5.825
O 2.296 0.932 1.528
O 3.687 0.926 7.675
O 0.403 -0.129 1.514
N 3.719 1.021 6.465
C 1.007 -0.109 -4.355
C -4.171 4.200 -1.463
C 2.797 -1.906 -1.796
C 4.406 -1.515 1.449
C -2.193 -3.258 0.331
C 2.846 -0.530 -1.209
C 1.382 -1.787 -6.033
C -3.217 -3.723 -0.479
C 3.435 -2.232 -2.997
C 2.155 -2.939 -1.110
C 6.030 -1.052 -1.192
C -2.854 2.759 -0.027
C 2.520 0.592 5.716
C 1.384 0.366 2.171
C 1.401 0.272 3.648
C 2.534 0.680 4.339
C -1.685 3.311 -0.562
C 0.146 3.342 1.826
C -4.063 0.087 0.518
C 0.303 -0.280 5.718
C 0.288 -0.206 4.333
C 0.203 -2.339 -4.008
C -4.085 3.221 -0.484
C -1.322 -2.282 -0.137
C -3.986 2.135 2.627
C 2.749 -4.500 -2.800
C 4.894 1.507 0.269
C 0.724 -2.714 -5.240
C 2.120 -4.237 -1.602
C -1.588 0.738 -2.677
C 0.330 -1.031 -3.556
C -1.458 -1.764 -1.421
C -3.010 4.736 -1.997
C 1.428 0.120 6.423
C 3.413 -3.519 -3.507
C -1.776 4.294 -1.544
C 1.529 -0.481 -5.584
C 1.255 3.981 -0.829
C -3.365 -3.212 -1.763
C -2.492 -2.242 -2.228
H -4.271 -0.698 1.245
H 1.667 -2.716 -0.167
H 0.625 -3.740 -5.572
H -0.407 2.678 2.489
H 2.249 3.810 -0.417
H 2.992 0.216 -2.028
H 1.297 3.837 -1.908
H -0.285 -3.083 -3.392
H -2.290 1.056 -1.907
H 5.894 -2.103 -1.448
H -3.062 5.497 -2.765
H -2.616 -1.861 -3.235
H -3.632 -0.380 -0.367
H 6.154 -0.486 -2.117
H -4.193 1.407 3.411
H 3.400 1.051 3.811
H 0.938 4.997 -0.599
H 5.192 -1.250 2.158
H 4.089 2.144 -0.100
H -0.880 4.722 -1.976
H 4.974 1.665 1.344
H 1.134 0.912 -4.009
H 1.788 -2.081 -6.992
H 1.189 3.372 2.137
H 1.472 0.073 7.501
H -0.543 -1.901 0.509
H 3.445 -1.431 1.954
H -0.561 -0.649 6.252
H -5.001 2.806 -0.079
H -2.071 -3.652 1.332
H -3.898 -4.481 -0.116
H 3.950 -1.454 -3.549
H -0.582 -0.509 3.764
H -0.287 4.341 1.865
H -1.079 1.623 -3.060
H 6.948 -0.955 -0.609
H -2.134 0.270 -3.495
H 5.828 1.814 -0.203
H 2.050 0.248 -6.192
H -4.995 0.587 0.255
H -3.505 3.003 3.075
H -4.161 -3.572 -2.402
H -5.139 4.538 -1.808
H 1.611 -5.032 -1.072
H 3.892 -3.765 -4.446
H -4.926 2.442 2.169
H 4.548 -2.557 1.158

Output
- energy (eV) = -244249.562
- E_LUMO (alpha / beta) (eV) = -0.562 / -0.564
- ⟨S²⟩ = 0.7572
- spin multiplicity = 2
- HOMO energy (alpha / beta) (eV) = -7.01 / -6.96

Looking at maximum force for the records above, in order, we have 1.383 1.700 0.259 eV/Å.
Looking at relative energy (zero: lowest compared OMol25 entry of this formula, charge and spin) for the records above, in order, we have 0.0 105.1 0.3 kcal/mol.